Entry 1:
This record from OMol25 describes C34H34HfN6O5P2 as an isolated structure. The level of theory is ωB97M-V/def2-TZVPD.

Properties
HOMO energy   -13.77 eV
HOMO-LUMO gap   7.443 eV
Charge   +2
ΔE to the lowest compared entry with this formula, charge and spin   21.77 kcal/mol
LUMO   -6.3 eV

Cartesian coordinates (Å):
Hf  -0.568780  -0.430622  1.006728
C  0.170513  2.579502  -2.650761
N  -0.104318  1.656409  -1.534409
P  -1.340576  1.953785  -0.406279
C  -2.877573  2.319139  -1.256462
C  -3.832494  1.316047  -1.406614
C  -4.996375  1.557815  -2.118495
C  -5.210483  2.807425  -2.682914
C  -4.268041  3.817608  -2.530261
C  -3.106789  3.579404  -1.815159
C  -0.876536  3.452364  0.473027
C  -1.860675  4.139214  1.187047
C  -1.518211  5.245359  1.947651
C  -0.197617  5.672395  1.996606
C  0.784520  4.990242  1.291434
C  0.449627  3.877027  0.536573
P  0.079307  -0.027433  -1.700198
C  -0.846684  -0.626803  -3.111597
C  -1.978337  -1.411600  -2.896526
C  -2.751246  -1.832078  -3.967805
C  -2.396267  -1.463906  -5.257375
C  -1.262721  -0.690372  -5.482017
C  -0.483371  -0.277400  -4.415649
C  1.823406  -0.288100  -2.049552
C  2.236177  -1.409318  -2.768322
C  3.589335  -1.676791  -2.914499
C  4.531619  -0.829917  -2.348420
C  4.124415  0.284087  -1.625501
C  2.773946  0.549697  -1.466377
H  0.102712  3.607284  -2.298552
H  -0.548949  2.432955  -3.458791
H  1.179914  2.407652  -3.023001
H  -3.680709  0.338476  -0.961318
H  -5.737970  0.777841  -2.225533
H  -6.120261  3.000951  -3.235294
H  -4.442277  4.793710  -2.962120
H  -2.385031  4.376530  -1.683572
H  -2.895871  3.820357  1.143048
H  -2.282770  5.777541  2.497010
H  0.066204  6.541320  2.584368
H  1.812072  5.325691  1.329346
H  1.223362  3.338242  0.003735
H  -2.246999  -1.720887  -1.892043
H  -3.621698  -2.450816  -3.796741
H  -2.998474  -1.789571  -6.095064
H  -0.984885  -0.416982  -6.490860
H  0.409490  0.308060  -4.600371
H  1.509234  -2.070698  -3.223658
H  3.907187  -2.541808  -3.480847
H  5.586419  -1.034591  -2.474102
H  4.858816  0.947118  -1.188290
H  2.463361  1.417564  -0.895135
O  -1.140340  -2.354608  0.512126
N  -0.288688  -3.328048  0.746875
N  0.878475  -2.898264  0.905152
O  1.154011  -1.606848  0.847437
C  1.963987  -3.817978  1.169875
C  3.090730  -3.309171  1.791909
C  4.130171  -4.187365  2.063358
C  4.024758  -5.524330  1.710071
C  2.883330  -6.000640  1.075651
C  1.832101  -5.145450  0.791429
H  3.158444  -2.260693  2.041930
H  5.026724  -3.824132  2.546583
H  4.840703  -6.201794  1.921992
H  2.813055  -7.041431  0.792015
H  0.941742  -5.496554  0.291128
C  -1.010726  -1.289148  6.494214
N  -0.005004  -1.765731  5.529489
C  1.336608  -2.126227  6.014602
C  -0.207185  -1.609614  4.262405
N  -0.403846  -1.518963  3.120466
H  -1.140747  -2.052305  7.258246
H  -1.955285  -1.133269  5.980369
H  -0.679896  -0.357672  6.952365
H  1.215482  -2.699547  6.930542
H  1.926646  -1.232715  6.216620
H  1.833625  -2.748233  5.274154
O  -0.207088  2.162890  3.735434
N  -0.372490  1.424324  2.839824
O  -1.491845  0.883796  2.533581
O  0.593915  1.040634  2.044109

Cartesian forces (eV/Å) of the 6 atoms listed first:
Hf -0.2 -0.1 -0.2
C 0.0 0.0 0.0
N -0.2 0.1 -0.2
P 0.1 -0.4 0.2
C 0.0 0.1 0.0
C 0.0 -0.1 0.0



Entry 2:
This record from OMol25 describes C5F15KN2O11S5 as an isolated structure. The level of theory is ωB97M-V/def2-TZVPD.

Properties
HOMO energy   -4.64 eV
HOMO-LUMO gap   8.983 eV
Charge   -2
ΔE to the lowest compared entry with this formula, charge and spin   22.30 kcal/mol
LUMO   4.3 eV

Cartesian coordinates (Å):
K  -0.136586  -0.769444  -0.115607
C  -1.344390  -3.315157  2.137332
F  -1.990417  -4.017344  3.064525
F  -2.278495  -2.565123  1.514415
F  -0.480904  -2.499910  2.713287
S  -0.521907  -4.461022  0.880196
O  0.675375  -4.922179  1.558282
O  -1.492440  -5.522701  0.607819
O  -0.291168  -3.608736  -0.267668
C  3.812730  -0.757284  0.910302
F  4.473161  -1.766523  1.453778
F  4.620631  0.064323  0.265038
F  2.939214  -1.259383  0.006901
S  2.873858  0.096645  2.286837
O  2.452505  -1.006062  3.114153
O  3.788848  1.122019  2.703355
N  1.582055  0.725113  1.462186
S  0.749893  1.762005  2.249776
O  -0.658413  1.497127  2.122847
O  1.073976  2.241213  3.582391
C  0.997310  3.306842  1.140931
F  0.466917  4.380686  1.697235
F  2.313643  3.530183  0.999179
F  0.517218  3.097088  -0.063815
C  -3.842286  0.867801  -1.161518
F  -4.758881  1.545658  -0.492866
F  -3.480443  -0.241993  -0.549606
F  -4.353871  0.540554  -2.337342
S  -2.366400  2.049812  -1.403210
O  -2.812924  2.889383  -2.487874
O  -2.158778  2.634777  -0.106956
N  -1.172109  0.894916  -1.839177
S  -0.793745  1.188169  -3.325332
O  -1.726320  0.822005  -4.378431
O  -0.235454  2.530555  -3.462315
C  0.644018  -0.034149  -3.567250
F  0.196418  -1.292337  -3.523053
F  1.131341  0.221155  -4.768451
F  1.586824  0.031318  -2.620295

Cartesian forces (eV/Å) of the 6 atoms listed first:
K 0.0 -0.5 0.4
C -0.3 -1.0 -1.2
F 0.1 -0.1 0.5
F 0.0 0.3 -0.1
F 0.3 0.3 0.2
S -0.1 -1.9 0.0



Entry 3:
This record from OMol25 describes C4H4LiNaO2 as an isolated structure. The level of theory is ωB97M-V/def2-TZVPD.

Properties
HOMO energy   -5.62 eV
HOMO-LUMO gap   3.669 eV
ΔE to the lowest compared entry with this formula, charge and spin   79.35 kcal/mol
LUMO   -2.0 eV

Cartesian coordinates (Å):
H  -2.549641  -0.667579  3.828761
C  1.349326  -0.015395  -1.145642
C  0.909652  1.328218  -0.669128
C  -0.500313  0.984062  -0.393144
C  -1.453377  0.330159  0.055211
O  -2.396013  -0.422179  0.339994
O  1.829032  -0.863021  -0.395578
H  1.145786  -0.254980  -2.207210
H  1.015083  2.080503  -1.464842
H  1.477113  1.631582  0.221742
Li  2.749569  -2.436389  -0.477074
Na  -3.576221  -1.694984  2.306908

Cartesian forces (eV/Å) of the 6 atoms listed first:
H -0.4 -0.5 -0.2
C -1.4 1.3 -0.3
C 0.0 0.2 0.1
C 0.5 0.1 -0.2
C -1.0 -2.1 -0.2
O 0.9 1.2 0.0



Entry 4:
This record from OMol25 describes a 2-piece molecular cluster, C6H12 overall. The level of theory is ωB97M-V/def2-TZVPD.

Properties
HOMO energy   -9.06 eV
HOMO-LUMO gap   10.082 eV
ΔE to the lowest compared entry with this formula, charge and spin   67.89 kcal/mol
SMILES   C=CC.C=CC
LUMO   1.0 eV

Cartesian coordinates (Å):
C  0.519796  -3.304791  0.179492
C  -0.073532  -2.177689  0.613575
C  -1.551588  -1.946857  0.809031
H  1.389152  -3.705372  0.684092
H  0.068197  -3.865079  -0.635269
H  0.593826  -1.459780  1.091647
H  -1.979728  -0.986124  0.526985
H  -2.118147  -2.661608  0.199830
H  -1.706427  -2.196513  1.857333
C  -0.355948  3.136724  0.226420
C  0.486729  3.015947  -0.809829
C  1.377490  1.844490  -1.018779
H  -1.210007  3.796871  0.238835
H  -0.422533  2.269974  0.882208
H  0.284084  3.760591  -1.574621
H  0.830547  0.995536  -0.622959
H  1.498728  1.652504  -2.089472
H  2.369361  1.831176  -0.558517

Cartesian forces (eV/Å) of the 6 atoms listed first:
C -1.0 0.6 -0.2
C 0.7 -0.2 0.5
C 0.0 -0.5 -1.6
H 0.7 0.5 -0.8
H -0.4 -0.6 0.7
H -0.3 -0.2 0.7



Entry 5:
This record from OMol25 describes an isolated ion of composition C7H14NO3 and charge +1. The level of theory is ωB97M-V/def2-TZVPD.

Properties
HOMO energy   -14.07 eV
HOMO-LUMO gap   10.579 eV
Charge   +1
ΔE to the lowest compared entry with this formula, charge and spin   30.96 kcal/mol
SMILES   C[C@@]1(O)C[C@@H](O)[NH2+][C@@]1(C)C=O
LUMO   -3.5 eV

Cartesian coordinates (Å):
C  -0.050695  -2.171118  -0.454109
C  -0.123798  -0.709283  -0.823178
O  0.495067  -0.280073  -1.946107
C  -1.523843  -0.082865  -0.573663
C  -1.526159  1.432681  -0.291461
O  -2.252789  1.852276  0.717298
N  0.026094  1.657662  0.003038
C  0.660934  0.401076  0.447920
C  2.231418  0.217462  0.248872
C  0.137679  -0.180204  1.709362
O  -0.798066  0.154195  2.412080
H  0.929021  -2.559420  -0.769617
H  -0.624601  -2.810445  -1.172432
H  -0.380973  -2.316974  0.539845
H  1.285911  -0.736494  -1.893599
H  -1.909934  -0.623295  0.405544
H  -2.161944  -0.305028  -1.355881
H  -1.621254  2.058086  -1.199305
H  -1.998523  1.376477  1.545192
H  0.546758  1.848471  -0.879413
H  0.107265  2.430134  0.758942
H  2.756558  0.839874  1.009554
H  2.594897  0.495885  -0.824036
H  2.455448  -0.908885  0.364235
H  0.745528  -1.080196  2.020920

Cartesian forces (eV/Å) of the 6 atoms listed first:
C 0.5 -0.2 -3.0
C -1.5 2.7 3.4
O -2.4 0.9 -0.7
C 0.6 -1.2 2.6
C 2.2 -1.1 -2.0
O -0.7 0.8 1.5